# 1
DFT (ωB97M-V/def2-TZVPD) results for a molecular structure, C11H18N3O6PTi.

Computed properties:
Lowest unoccupied orbital energy (spin up / spin down)   -9.63 / -9.61 eV
Frontier orbital gap (spin up / spin down)   5.65 / 5.67 eV
Spin multiplicity   3
Net charge   +2
⟨S²⟩   2.010

Each line ends with the Löwdin spin population.
Element x y z (Å)
Ti: -0.00280 0.14211 0.01683  1.2787
P: -0.26132 0.18678 3.20507  0.0057
O: 3.12606 -0.08716 0.03254  0.1139
O: -0.00072 0.85602 1.89819  0.0474
O: 0.00002 3.81526 -1.37104  0.0060
O: -0.00009 -1.14292 -2.90574  0.0682
O: -0.00239 -2.87149 1.02633  0.0467
O: -3.13066 -0.08806 0.02688  0.1230
N: -0.08764 1.54924 4.28742  0.0007
N: -1.91771 -0.33514 3.15965  0.0060
N: 0.97116 -1.07034 3.37182  0.0019
C: -0.32812 1.31234 5.76322  -0.0001
C: -1.95963 -0.00566 0.00604  0.0958
C: 0.60046 -2.30023 4.16090  0.0002
C: 0.00087 -1.80200 0.65563  0.0391
C: 2.32694 -0.59845 3.84300  -0.0002
C: 0.00048 -0.66805 -1.85278  0.0634
C: -0.00007 2.67627 -0.96701  0.0080
C: 1.96580 -0.00642 0.00067  0.0944
C: -2.41279 -1.25143 4.25877  0.0006
C: 1.15018 2.41461 4.13444  0.0001
C: -2.86775 0.84985 3.05867  -0.0002
H: 1.42403 -2.98552 4.26202  0.0000
H: 2.64798 0.21565 3.21757  -0.0002
H: -0.15604 2.19200 6.36176  0.0000
H: 3.06346 -1.38928 3.80278  0.0000
H: -3.88424 0.52180 2.89861  0.0001
H: -1.87516 -0.96132 5.20122  0.0002
H: -2.80911 1.39146 4.02040  0.0002
H: 2.22671 -0.28380 4.90301  0.0000
H: -3.46961 -1.16099 4.44148  0.0001
H: -1.35612 1.00334 5.90957  0.0000
H: -2.19858 -2.27218 4.02345  0.0001
H: 0.36473 0.50363 6.09976  0.0001
H: 1.01181 3.38777 4.57874  0.0000
H: 1.36591 2.52284 3.08601  0.0000
H: -0.19438 -2.80860 3.65229  0.0000
H: -2.55535 1.48131 2.26267  -0.0003
H: 2.00641 1.93240 4.65539  0.0000
H: 0.28685 -1.96321 5.18126  0.0001

Force components x, y, z for each atom (eV/Å):
Ti 0.1 4.1 1.8
P -0.1 0.8 3.7
O -4.8 0.2 -0.2
O 0.5 0.2 -3.0
O 0.0 -8.8 3.2
O 0.0 1.8 4.0
O -0.1 1.7 -0.8
O 5.7 0.3 -0.2
N 0.5 -0.8 0.3
N 0.8 0.0 0.6
N -1.1 -0.1 0.2
C 0.5 -1.5 -1.2
C -9.1 -0.3 0.2
C -0.6 1.6 0.6
C 0.0 -4.0 1.5
C -1.5 0.5 0.6
C 0.0 -2.9 -6.5
C 0.0 8.2 -3.0
C 8.1 -0.1 0.3
C 1.7 1.0 0.8
C -0.1 -1.6 0.3
C 1.1 -0.4 1.4
H 0.5 0.0 -0.2
H 0.2 0.4 -0.1
H 0.1 0.4 -0.2
H -0.2 -0.4 -0.3
H -0.1 -0.4 -0.1
H -0.8 -0.6 -0.6
H -0.2 0.0 -0.6
H 0.4 0.0 -0.6
H -0.3 0.3 -0.3
H -0.1 -0.1 0.1
H 0.1 -0.5 -0.1
H -0.5 0.6 0.2
H -0.5 0.2 0.1
H 0.2 0.1 -0.3
H -0.5 -0.3 0.0
H 0.2 0.7 -0.5
H -0.4 0.4 -0.4
H 0.2 -0.7 -0.7



# 2
DFT (ωB97M-V/def2-TZVPD) results for 2 unconnected molecules or ions with the total composition C11H18N3P.

Computed properties:
Lowest unoccupied orbital energy   0.55 eV
SMILES string   [H]/N=P/NC/C=C/c1ccccc1.CNC
Frontier orbital gap   9.10 eV
Net charge   0

Each line ends with the Löwdin charge.
Element x y z (Å)
P: 3.18506 -1.61059 -0.92258  0.7522
N: -1.01524 -3.00353 -0.05284  -0.1877
N: 3.26248 -3.10031 -0.48223  -0.3191
N: 3.19479 -0.86310 0.55726  -0.3066
C: -0.87125 2.90826 -1.25159  -0.0440
C: -0.48446 2.03388 -0.23364  -0.2318
C: 0.08274 -2.78502 0.85927  -0.1729
C: 2.95263 0.54916 0.77871  -0.2922
C: -3.17120 2.72654 -0.60100  -0.0887
C: -1.76856 -1.79530 -0.31269  -0.1550
C: -1.47722 1.52105 0.60275  -0.0566
C: 0.92562 1.69346 -0.10785  -0.0662
C: 1.48674 0.86945 0.77317  -0.1069
C: -2.80340 1.86052 0.41528  -0.0839
C: -2.19571 3.25126 -1.43493  -0.0849
H: -0.32186 -2.51257 1.83594  0.0770
H: 3.39696 0.82636 1.73956  0.1158
H: -4.20873 2.99063 -0.74311  0.1005
H: -1.14817 -0.96275 -0.68120  0.0686
H: -2.47070 3.93147 -2.22739  0.1016
H: -2.54415 -2.00411 -1.04689  0.0768
H: 0.65844 -3.70290 0.95893  0.0706
H: 3.45468 1.10892 -0.01437  0.0988
H: -3.55815 1.44874 1.07030  0.1046
H: -2.24896 -1.47978 0.61599  0.0722
H: -0.65536 -3.37378 -0.92833  0.0954
H: 3.14286 -1.47519 1.36430  0.0832
H: 0.76027 -1.98231 0.52467  0.0189
H: -0.11622 3.32004 -1.90723  0.1087
H: 3.30245 -3.77005 -1.23551  -0.0597
H: 0.89764 0.34206 1.51164  0.0990
H: 1.56813 2.18827 -0.83006  0.1107
H: -1.21216 0.85119 1.40570  0.1018

Force components x, y, z for each atom (eV/Å):
P 0.2 0.0 0.4
N -0.1 -0.3 -0.4
N 0.0 -0.2 0.0
N 0.1 -0.2 0.0
C 0.2 -0.1 0.1
C -0.5 0.2 -0.1
C 0.1 0.1 0.0
C -0.1 0.2 -0.1
C 0.0 0.1 -0.1
C 0.1 0.0 0.0
C 0.1 0.1 -0.1
C 0.4 -0.1 0.2
C 0.0 0.2 -0.2
C -0.1 0.0 0.1
C -0.2 0.1 0.0
H 0.0 0.0 0.1
H 0.1 0.0 -0.1
H -0.1 0.0 0.0
H -0.1 0.0 0.0
H 0.0 0.0 -0.1
H -0.1 0.1 0.0
H 0.1 0.0 0.1
H 0.0 0.1 0.1
H 0.0 0.0 0.0
H 0.0 0.1 0.0
H -0.1 0.0 0.2
H 0.1 0.0 -0.1
H -0.1 -0.1 0.2
H 0.1 0.0 0.0
H 0.0 -0.1 -0.2
H -0.1 0.0 0.1
H 0.1 0.0 0.0
H 0.0 -0.1 0.1



# 3
DFT (ωB97M-V/def2-TZVPD) results for a molecular structure, C11H18N4O14V2.

Computed properties:
Lowest unoccupied orbital energy   -2.61 eV
Frontier orbital gap   6.35 eV
Net charge   0

Each line ends with the Löwdin charge.
Element x y z (Å)
V: -16.06207 -21.23646 -13.71152  1.0500
V: -14.48032 -22.62490 -17.08710  1.0696
O: -12.93448 -19.75732 -11.10240  0.1482
O: -14.61949 -22.70023 -14.64776  -0.3924
O: -14.10186 -28.86365 -18.36721  0.0468
O: -16.13305 -28.12986 -18.24576  0.0746
O: -7.92429 -21.92093 -10.74230  0.0736
O: -14.74157 -21.10741 -16.90389  -0.3217
O: -13.54153 -27.26671 -21.10609  0.0350
O: -16.24693 -19.95390 -14.68353  -0.2936
O: -9.13368 -23.39478 -9.85342  0.0623
O: -15.00667 -26.08444 -19.99859  0.0556
O: -14.22914 -20.06339 -12.84303  -0.0078
O: -15.12960 -24.96151 -16.77540  -0.3544
O: -12.90763 -22.83254 -17.39557  -0.3380
O: -16.53454 -21.08475 -12.25597  -0.2927
N: -13.35781 -20.39596 -12.02528  -0.3658
N: -13.86472 -26.47020 -20.21649  -0.4468
N: -15.17022 -28.71224 -17.79279  -0.4289
N: -8.69790 -22.85244 -10.86857  -0.3371
C: -15.16328 -25.13455 -15.33922  -0.3284
C: -12.75652 -25.93268 -19.42579  0.0294
C: -8.86063 -22.34335 -13.28116  -0.0225
C: -9.94602 -23.83665 -14.77650  -0.0699
C: -9.26197 -23.09727 -12.20912  -0.1515
C: -9.17768 -22.68521 -14.57759  -0.0419
C: -10.43820 -24.56891 -13.73487  -0.0865
C: -12.78766 -21.78647 -12.03737  0.0651
C: -10.10651 -24.21576 -12.42849  0.0004
C: -15.39245 -29.38538 -16.45881  0.0508
C: -14.39063 -24.11909 -14.39877  -0.2735
H: -12.28940 -25.37547 -20.23785  0.1052
H: -8.33086 -21.42050 -13.09647  0.1228
H: -14.73894 -26.12934 -15.20341  0.0892
H: -11.02664 -25.46015 -13.89559  0.1108
H: -14.52013 -29.01094 -15.92313  0.0914
H: -15.46272 -30.46531 -16.58888  0.0986
H: -8.84424 -22.11352 -15.43105  0.1148
H: -11.93541 -21.91417 -11.36994  0.0960
H: -14.55197 -24.27930 -13.33276  0.0956
H: -13.31006 -24.25786 -14.43364  0.0834
H: -16.20281 -25.24107 -15.02919  0.0907
H: -13.58190 -22.46978 -11.73680  0.1052
H: -12.15794 -26.73527 -18.99492  0.1025
H: -12.42392 -21.87812 -13.06080  0.1033
H: -13.11665 -25.22678 -18.67740  0.0615
H: -10.56717 -24.76213 -11.61876  0.1168
H: -16.32873 -28.98251 -16.07257  0.0928
H: -10.12489 -24.12439 -15.80197  0.1115

Force components x, y, z for each atom (eV/Å):
V 4.3 0.6 -4.4
V 2.6 -3.8 2.2
O -0.7 1.4 -0.7
O -1.9 0.2 -1.0
O -0.2 0.2 0.7
O 0.4 0.0 0.0
O 0.6 -0.1 -1.1
O -0.5 0.6 -0.6
O -0.5 0.9 1.0
O -0.6 -2.1 2.3
O -0.3 -1.0 -1.6
O 1.2 -0.2 -0.3
O 0.6 0.0 0.3
O 0.7 3.5 1.5
O -2.5 0.6 0.3
O -1.4 0.2 1.2
N 0.4 -1.7 1.5
N -1.4 -1.4 -0.7
N -1.1 -0.7 -0.8
N -0.9 1.9 2.2
C 0.2 0.2 -1.2
C 0.0 1.0 -0.2
C 0.7 1.4 0.0
C 0.7 0.8 -1.3
C -0.9 -2.4 -0.1
C -0.7 -1.0 0.2
C 0.1 -0.2 1.2
C 0.1 -0.1 -1.2
C 0.2 0.8 0.2
C 0.4 1.0 -0.3
C 0.0 0.3 -0.2
H 0.9 0.0 0.5
H 0.4 -0.1 0.1
H 0.4 -0.1 0.6
H -0.1 0.0 -0.1
H -0.2 -0.7 0.5
H 0.4 0.2 -0.1
H 0.0 0.1 0.1
H -0.3 0.7 0.2
H -0.8 -0.5 0.1
H 0.2 -0.1 -0.8
H -0.3 0.4 0.3
H 0.0 0.0 -0.5
H -0.1 0.1 -0.4
H -0.4 -0.7 -0.1
H -0.2 -0.4 0.0
H 0.4 -0.1 0.3
H 0.3 -0.1 0.0
H -0.3 -0.2 0.0



# 4
DFT (ωB97M-V/def2-TZVPD) results for a molecular structure, C11H18N4SSn.

Computed properties:
Lowest unoccupied orbital energy (spin up / spin down)   -15.66 / -16.66 eV
Frontier orbital gap (spin up / spin down)   5.44 / 4.22 eV
Net charge   +4

Each line ends with the Löwdin charge.
Element x y z (Å)
Sn: -0.47226 0.02357 0.22818  1.5725
S: -0.05417 0.42923 5.79774  1.2862
N: -0.49693 -1.40967 -1.71899  -0.1100
N: -0.46512 -0.37168 3.35965  -0.0379
N: 2.20157 0.23556 -2.37920  0.1706
N: -0.45658 1.76074 -1.46959  -0.1096
C: -0.65182 -1.48283 4.21706  -0.3022
C: -0.59186 -2.17541 6.61313  0.0699
C: -1.22893 -3.73872 4.92364  0.0681
C: 1.78220 1.57702 -2.73278  -0.0909
C: 1.78802 -1.06175 -2.87597  -0.0928
C: -1.08022 -2.74531 3.89261  0.0863
C: -0.43735 -1.18697 5.57974  -0.4213
C: -0.16267 0.65805 4.08305  -0.3934
C: 0.30622 -1.38948 -3.00183  -0.1488
C: 0.29781 1.91630 -2.76944  -0.1506
C: -1.01041 -3.44614 6.25630  0.0126
H: -0.42620 -2.35327 -1.32881  0.1061
H: -0.33503 2.62544 -0.93438  0.1087
H: -1.14047 -4.20683 7.01464  0.1501
H: 2.32336 -1.80688 -2.28116  0.1603
H: 0.25048 2.96282 -3.07529  0.1592
H: 0.27008 -2.38565 -3.44552  0.1584
H: -0.23338 1.34812 -3.52713  0.1232
H: -1.51270 -4.74353 4.63603  0.1459
H: 3.16147 0.21734 -2.01658  0.1953
H: 2.34031 2.25679 -2.08392  0.1609
H: 2.18984 1.76172 -3.74814  0.2001
H: -1.47849 -1.35380 -2.00744  0.1125
H: -0.35676 -1.93314 7.64341  0.1524
H: -1.44844 1.79320 -1.72589  0.1117
H: 0.02088 1.64854 3.68545  0.0955
H: 2.23268 -1.14601 -3.88940  0.1999
H: -0.20028 -0.72479 -3.69519  0.1244
H: -1.35003 -3.00978 2.87890  0.1267

Force components x, y, z for each atom (eV/Å):
Sn 0.0 0.1 -0.4
S 0.1 0.2 0.2
N 0.1 -0.1 0.3
N -0.1 -0.3 0.3
N 0.4 0.0 -0.4
N 0.1 0.1 0.3
C 0.0 0.3 0.0
C 0.1 0.1 -0.1
C 0.0 0.1 -0.1
C -0.1 0.1 0.3
C -0.2 -0.1 0.3
C -0.1 -0.2 0.0
C -0.1 -0.3 0.2
C 0.0 0.0 -0.3
C -0.1 0.2 -0.2
C -0.1 -0.2 -0.2
C 0.1 0.0 0.0
H 0.0 0.0 0.0
H 0.1 0.0 0.0
H 0.0 0.0 0.0
H 0.0 0.0 0.0
H -0.1 0.0 0.0
H -0.1 0.0 0.0
H 0.0 0.0 0.0
H -0.1 0.0 0.0
H 0.0 0.0 0.0
H 0.0 0.0 0.0
H 0.0 0.0 0.0
H 0.0 -0.1 -0.1
H -0.1 0.0 0.0
H 0.0 0.1 -0.1
H 0.0 0.0 0.0
H 0.0 0.0 0.0
H 0.0 0.0 0.0
H 0.1 0.0 0.0



# 5
DFT (ωB97M-V/def2-TZVPD) results for 2 unconnected molecules or ions with the total composition C11H18O.

Computed properties:
Lowest unoccupied orbital energy   0.77 eV
SMILES string   CCc1ccc(O)cc1.CCC
Frontier orbital gap   8.99 eV
Net charge   0

Each line ends with the Löwdin charge.
Element x y z (Å)
O: 0.03024 3.42696 -0.81697  0.0474
C: 2.46862 0.27935 -2.25731  -0.1050
C: -1.73171 1.85330 -0.96832  -0.0099
C: -1.64806 -0.09142 0.56366  -0.2732
C: -0.44256 0.32573 1.04340  -0.0892
C: 2.16438 -0.48711 -0.92360  -0.3095
C: -2.28107 0.64140 -0.45516  -0.0258
C: 0.08732 1.49584 0.62498  -0.0527
C: 2.84782 -1.72140 -0.48394  -0.1368
C: -0.46139 2.24670 -0.45791  -0.3405
C: -2.21143 -1.33320 1.16660  -0.2464
C: -2.52090 -1.44859 2.61988  -0.1180
H: 1.85598 1.25731 -2.17495  0.0801
H: -1.63276 -1.26900 3.30603  0.0947
H: -1.47683 -2.10821 0.97113  0.1073
H: 1.02276 -1.03552 -1.07975  0.1646
H: 1.91765 0.34550 -0.40852  0.0002
H: 3.48174 -2.36043 -0.98396  0.0435
H: -0.01398 -0.33668 1.82402  0.1389
H: -3.21590 0.65747 -1.03885  0.1107
H: -3.09850 -2.38364 2.78000  0.0889
H: -3.18419 -1.43373 0.55179  0.1386
H: 1.99177 -0.19385 -3.09422  0.0425
H: 1.10065 1.72014 0.93786  0.1118
H: 3.60009 -1.46284 0.29118  0.0858
H: -2.29798 2.51965 -1.69928  0.1339
H: -3.08261 -0.64686 2.95903  0.0416
H: 2.21684 -2.46695 -0.12643  0.0431
H: 3.63624 0.37101 -2.29777  0.1055
H: 0.87776 3.63907 -0.37261  0.1278

Force components x, y, z for each atom (eV/Å):
O 1.4 1.4 -0.5
C 0.8 0.4 1.2
C 1.5 0.0 0.7
C -1.6 0.1 -0.5
C -0.2 -0.7 1.1
C -4.6 -3.2 -5.2
C 0.2 2.7 -1.4
C 1.4 1.3 -1.8
C 2.4 1.7 3.0
C -2.0 -1.4 1.8
C -1.7 -0.4 -2.3
C 1.2 -0.3 1.1
H 1.6 -1.1 -0.2
H -0.6 -1.1 -0.9
H -0.3 -0.6 -0.6
H 2.5 2.2 0.1
H 0.0 1.4 3.5
H 1.4 -0.5 -3.1
H 0.2 0.9 -0.6
H -0.2 -1.9 1.3
H 0.8 0.5 0.4
H 1.4 -0.8 1.0
H 0.6 -0.5 -0.7
H 0.0 0.5 0.3
H -0.6 -0.2 0.4
H 1.0 -1.2 1.0
H -1.8 1.6 0.4
H -1.6 -0.8 1.3
H -2.3 0.4 -0.5
H -0.8 -0.4 -0.3



# 6
DFT (ωB97M-V/def2-TZVPD) results for 2 unconnected molecules or ions with the total composition C11H18O.

Computed properties:
Lowest unoccupied orbital energy (spin up / spin down)   -3.85 / -7.50 eV
Frontier orbital gap (spin up / spin down)   9.62 / 5.97 eV
Spin multiplicity   2
Net charge   +1
⟨S²⟩   0.767

Each line ends with the Löwdin spin population.
Element x y z (Å)
O: -2.13899 3.03745 -0.19885  0.1714
C: -2.36537 -3.23456 0.39088  0.0164
C: -1.46729 -0.41095 0.54825  0.0384
C: -1.99609 -1.00377 -0.62289  0.2547
C: -2.31128 1.73903 -0.24652  0.2040
C: 4.14041 0.00752 1.27192  0.0000
C: -2.69132 -0.20457 -1.57352  0.0602
C: 3.74525 1.43949 1.02008  0.0000
C: -2.92633 1.11000 -1.37353  0.0874
C: -1.63476 0.94472 0.70285  0.1025
C: 3.44045 1.69152 -0.47545  0.0000
C: -1.87278 -2.49001 -0.82634  0.0409
H: 2.85726 1.76064 1.55742  0.0000
H: -2.57183 -4.30547 0.29339  0.0028
H: 4.16004 -0.31205 2.31634  0.0000
H: -1.62360 -3.22666 1.18432  0.0000
H: -3.04236 -0.70891 -2.45813  0.0001
H: -3.35428 1.76300 -2.12916  0.0013
H: -0.82111 -0.80825 1.32449  -0.0022
H: -3.27964 -2.84208 0.82937  0.0001
H: -2.40774 -2.68729 -1.74717  0.0003
H: 5.05568 -0.34229 0.81196  0.0000
H: -0.82465 -2.70473 -1.03825  0.0180
H: 2.41503 1.49821 -0.80067  0.0000
H: 4.52316 2.14826 1.29474  0.0000
H: 3.48635 2.76824 -0.61034  0.0000
H: 3.38439 -0.68134 0.86189  0.0000
H: -2.81388 3.52151 -0.70113  0.0020
H: 4.09161 1.14278 -1.16350  0.0000
H: -1.15633 1.39054 1.55754  0.0017

Force components x, y, z for each atom (eV/Å):
O -0.6 0.0 0.7
C -0.2 -1.0 1.1
C 0.0 2.1 -0.1
C 0.4 -1.1 0.6
C 0.4 -0.2 -0.8
C -1.0 -1.3 0.5
C -0.3 -0.4 0.2
C 0.0 0.2 -1.2
C 0.4 0.7 -0.1
C 0.6 -0.7 0.6
C -0.3 0.4 0.2
C -0.2 1.0 -0.6
H -0.1 -0.3 0.4
H 0.2 0.2 -0.7
H 0.3 0.5 0.1
H 0.2 0.3 0.1
H -0.1 0.1 -0.2
H -0.2 -0.3 0.0
H -0.4 -1.0 -0.4
H -0.1 0.3 -0.2
H -0.2 -0.5 -0.1
H 0.4 0.5 -0.1
H 0.2 -0.1 0.1
H -0.1 -0.6 0.4
H 0.2 -0.2 0.2
H 0.5 0.2 -0.5
H -0.1 0.3 -0.2
H 0.2 0.1 -0.3
H 0.1 0.4 0.2
H -0.1 0.5 0.1



One value per record, in order, for largest force on an atom: 0.1827; 0.0109; 0.1207; 0.0100; 0.1485; 0.0404 hartree/bohr.